{
  "formula": "C84H187N11O12",
  "method": "wB97M-V/def2-TZVPD",
  "e_homo_ev": -8.1,
  "lumo_ev": 0.48,
  "mol_weight_g_mol": 1543.5,
  "homo_lumo_gap_ev": 8.59,
  "symbols": ["C", "C", "C", "C", "C", "C", "C", "C", "C", "N", "O", "H", "H", "H", "H", "H", "H", "H", "H", "H", "H", "H", "H", "H", "H", "H", "H", "H", "H", "H", "C", "C", "C", "C", "C", "C", "C", "C", "C", "N", "O", "H", "H", "H", "H", "H", "H", "H", "H", "H", "H", "H", "H", "H", "H", "H", "H", "H", "H", "H", "C", "C", "C", "C", "C", "C", "C", "C", "C", "N", "O", "H", "H", "H", "H", "H", "H", "H", "H", "H", "H", "H", "H", "H", "H", "H", "H", "H", "H", "H", "C", "C", "C", "C", "C", "C", "C", "C", "C", "N", "O", "H", "H", "H", "H", "H", "H", "H", "H", "H", "H", "H", "H", "H", "H", "H", "H", "H", "H", "H", "C", "C", "C", "C", "C", "C", "C", "C", "C", "N", "O", "H", "H", "H", "H", "H", "H", "H", "H", "H", "H", "H", "H", "H", "H", "H", "H", "H", "H", "H", "C", "C", "C", "C", "C", "C", "C", "C", "C", "N", "O", "H", "H", "H", "H", "H", "H", "H", "H", "H", "H", "H", "H", "H", "H", "H", "H", "H", "H", "H", "C", "C", "C", "C", "C", "C", "C", "C", "C", "N", "O", "H", "H", "H", "H", "H", "H", "H", "H", "H", "H", "H", "H", "H", "H", "H", "H", "H", "H", "H", "C", "C", "C", "C", "C", "C", "C", "C", "C", "N", "O", "H", "H", "H", "H", "H", "H", "H", "H", "H", "H", "H", "H", "H", "H", "H", "H", "H", "H", "H", "C", "O", "C", "C", "C", "N", "H", "H", "H", "H", "H", "H", "H", "H", "H", "H", "H", "C", "O", "C", "C", "C", "N", "H", "H", "H", "H", "H", "H", "H", "H", "H", "H", "H", "C", "O", "C", "C", "C", "N", "H", "H", "H", "H", "H", "H", "H", "H", "H", "H", "H", "O", "H", "H"],
  "positions_angstrom": [[-2.05651, 0.50479, -5.75922], [-2.45894, 1.47495, -4.59958], [-1.29392, 2.30053, -4.11822], [-3.61007, 2.40642, -5.08302], [-4.91538, 1.66271, -5.35708], [-5.39528, 1.08580, -4.04189], [-4.38012, 0.04587, -3.49088], [-4.71577, -0.22742, -2.03687], [-4.49887, -1.30066, -4.23966], [-3.07190, 0.74988, -3.44053], [-2.06086, -0.12813, -2.91361], [-1.01516, 0.15307, -5.57344], [-2.67007, -0.39775, -5.85711], [-2.10190, 0.98976, -6.74472], [-1.62795, 2.99307, -3.39854], [-0.46616, 1.74046, -3.71003], [-0.96238, 2.88098, -4.97899], [-3.87908, 3.17861, -4.38422], [-3.34950, 2.96584, -5.96692], [-5.58775, 2.38914, -5.83407], [-4.76329, 0.84104, -6.04390], [-6.36824, 0.56138, -4.13521], [-5.66556, 1.84011, -3.27201], [-4.68772, 0.67102, -1.42366], [-3.94409, -0.91362, -1.68145], [-5.67920, -0.70538, -1.99053], [-4.51209, -1.30388, -5.38161], [-5.33962, -1.90988, -4.01023], [-3.61776, -1.87061, -3.94616], [-2.06146, 0.12430, -1.95286], [-1.72012, 1.53551, 6.68010], [-0.29762, 2.11250, 6.58853], [0.22075, 2.40242, 8.00186], [0.50607, 0.91502, 5.92359], [1.77986, 1.29268, 5.28489], [1.76406, 2.52260, 4.45708], [1.05663, 3.72703, 5.13368], [1.96364, 4.43576, 6.03925], [0.66547, 4.73993, 4.03583], [-0.27906, 3.21586, 5.59003], [-1.14970, 4.24207, 5.97486], [-1.63487, 0.50511, 7.11178], [-2.45766, 2.04639, 7.28725], [-2.10748, 1.43504, 5.66821], [1.34116, 2.51943, 8.03731], [-0.26105, 3.22756, 8.52664], [-0.04263, 1.56966, 8.62295], [0.49645, 0.18575, 6.76458], [-0.20286, 0.48625, 5.26717], [2.54451, 1.34281, 6.05717], [2.19217, 0.41337, 4.78241], [1.28403, 2.48206, 3.47866], [2.77747, 2.88409, 4.13637], [2.77057, 4.86602, 5.49112], [2.53977, 3.92088, 6.82601], [1.41452, 5.25613, 6.56446], [-0.26739, 4.39917, 3.59468], [1.44887, 4.94521, 3.33510], [0.34550, 5.65064, 4.58601], [-1.11145, 4.43245, 6.93608], [1.19873, -5.93785, -5.66778], [2.16582, -4.79351, -5.27442], [3.60678, -5.31696, -5.50539], [1.93177, -3.55348, -6.15371], [0.65419, -2.81396, -5.76163], [0.77699, -2.44634, -4.31152], [0.87683, -3.63210, -3.34061], [1.36573, -3.08386, -2.01343], [-0.43495, -4.33758, -3.24260], [2.06549, -4.44406, -3.81656], [2.28397, -5.56027, -3.00940], [1.33791, -6.77870, -5.00614], [0.15191, -5.66455, -5.71925], [1.53652, -6.40581, -6.62775], [3.76266, -6.19790, -4.87622], [3.90556, -5.42263, -6.57057], [4.26493, -4.52683, -5.06682], [2.80431, -2.86097, -6.07815], [1.86704, -3.97062, -7.11486], [0.49261, -1.92247, -6.31007], [-0.23914, -3.45319, -6.01307], [0.06659, -1.68825, -4.01687], [1.76713, -1.97486, -4.13361], [0.61203, -2.35896, -1.73097], [2.31386, -2.61477, -2.13301], [1.37712, -3.86647, -1.25935], [-1.10927, -3.58595, -2.74845], [-0.32043, -5.18492, -2.57213], [-0.91208, -4.68698, -4.17148], [1.71742, -6.31427, -3.18457], [6.37685, 5.57771, -3.18500], [6.37553, 6.58173, -2.04510], [7.85888, 7.11060, -1.86957], [5.46832, 7.72345, -2.40208], [3.96241, 7.45115, -2.28253], [3.63952, 6.82360, -0.88838], [4.52944, 5.59782, -0.54078], [4.34946, 5.41820, 1.02548], [3.92855, 4.38607, -1.29930], [5.92834, 6.07826, -0.71062], [6.81912, 5.04106, -0.42003], [6.58423, 4.50636, -2.87372], [5.35105, 5.58647, -3.57395], [7.11830, 5.84151, -3.93118], [7.91466, 7.83348, -1.05014], [8.60399, 6.27087, -1.62631], [8.07710, 7.65227, -2.81296], [5.71239, 8.46507, -1.57091], [5.69862, 8.25223, -3.31745], [3.46625, 8.42512, -2.31002], [3.57554, 6.81227, -3.07189], [2.61162, 6.50432, -0.94267], [3.63756, 7.62454, -0.14630], [5.16632, 4.76930, 1.38076], [3.35338, 4.98995, 1.25528], [4.38572, 6.40778, 1.57537], [2.99084, 3.99752, -0.90129], [4.77513, 3.60378, -1.32734], [3.72147, 4.70892, -2.32715], [7.27925, 5.32158, 0.35558], [-6.19520, -0.54172, 0.84423], [-6.31148, 0.61420, 1.85788], [-6.07648, 1.96134, 1.14480], [-7.73870, 0.67944, 2.38229], [-8.10351, -0.44886, 3.35745], [-7.07898, -0.49477, 4.45143], [-5.64768, -0.51067, 3.99866], [-4.65058, -0.36832, 5.14691], [-5.32411, -1.90635, 3.47056], [-5.35924, 0.49569, 3.00314], [-4.06680, 0.37323, 2.57641], [-5.18823, -0.94047, 0.77042], [-6.91492, -1.31510, 1.10495], [-6.42116, -0.20398, -0.18510], [-6.25053, 2.74386, 1.89323], [-5.02632, 2.03947, 0.78808], [-6.66182, 2.02824, 0.23520], [-7.84587, 1.64894, 2.88565], [-8.38287, 0.68567, 1.49911], [-9.10188, -0.28075, 3.79540], [-8.02063, -1.38152, 2.73132], [-7.20142, -1.36605, 5.09337], [-7.30221, 0.37254, 5.09265], [-3.60571, -0.63733, 4.94999], [-5.03507, -1.02544, 5.90428], [-4.63183, 0.64338, 5.58610], [-6.15217, -2.40327, 3.00759], [-5.05862, -2.58109, 4.29814], [-4.43878, -1.97228, 2.86342], [-3.57895, 1.12650, 2.80493], [3.84656, 0.12891, -5.81352], [4.79021, -0.35966, -4.76511], [4.20425, 0.01815, -3.42001], [5.08059, -1.86884, -4.80448], [6.26547, -2.23162, -3.98942], [7.56921, -1.53762, -4.37757], [7.35751, -0.00190, -4.26557], [7.38242, 0.38983, -2.76072], [8.64480, 0.69496, -4.84757], [6.16474, 0.38659, -4.97626], [5.93683, 1.73583, -4.77264], [3.78364, 1.16349, -5.89949], [4.14928, -0.29017, -6.76136], [2.83259, -0.31782, -5.51722], [4.34072, 1.00192, -3.00042], [3.14116, -0.15036, -3.49264], [4.50683, -0.60990, -2.59656], [4.22562, -2.34164, -4.30900], [5.09682, -2.15335, -5.87230], [6.04843, -1.98265, -2.92177], [6.45189, -3.28595, -3.98407], [7.92616, -1.71495, -5.38344], [8.39654, -1.84784, -3.75215], [7.24537, 1.47309, -2.62556], [8.37263, 0.17851, -2.23728], [6.60929, -0.06755, -2.13722], [9.46086, 0.20519, -4.35912], [8.79088, 1.74958, -4.65383], [8.68978, 0.55382, -5.96212], [6.20858, 2.19448, -5.57694], [-3.47905, -5.05569, 1.92368], [-4.37274, -6.17862, 1.33352], [-3.88155, -7.54387, 1.78722], [-5.84819, -5.96817, 1.72901], [-6.47352, -4.86303, 0.93795], [-6.39675, -5.19791, -0.54669], [-5.00788, -5.26585, -1.05857], [-4.91204, -5.74466, -2.53125], [-4.38383, -3.84147, -1.09782], [-4.29403, -6.27919, -0.16762], [-2.98074, -6.40744, -0.57761], [-2.41968, -5.11185, 1.64745], [-3.94532, -4.11762, 1.57425], [-3.68678, -5.02943, 2.97213], [-3.96741, -7.62403, 2.87203], [-4.36987, -8.32688, 1.24933], [-2.81046, -7.69713, 1.50881], [-6.35715, -6.90015, 1.63773], [-5.97236, -5.80866, 2.81450], [-7.52061, -4.63801, 1.24275], [-5.93983, -3.90535, 1.19213], [-6.94667, -4.51857, -1.15926], [-6.83174, -6.16232, -0.62484], [-5.48303, -5.06671, -3.17598], [-5.22681, -6.79682, -2.69330], [-3.89243, -5.66627, -2.77475], [-4.84318, -3.21378, -0.27126], [-4.64662, -3.39686, -2.07097], [-3.23219, -3.93870, -1.11522], [-2.49052, -5.56907, -0.49536], [0.41030, 2.04142, 0.93566], [0.66683, 0.86460, -0.07719], [0.55292, 1.35275, -1.54638], [2.01550, 0.12090, 0.11043], [2.05623, -0.66773, 1.39916], [0.94376, -1.72585, 1.37209], [-0.44987, -1.17875, 1.13634], [-1.37478, -2.35573, 0.73110], [-0.94390, -0.56485, 2.40354], [-0.36223, -0.24334, -0.01612], [-1.62189, 0.29526, -0.26194], [0.91065, 2.97206, 0.62281], [-0.66740, 2.25978, 1.04257], [0.82926, 1.78509, 1.90582], [-0.28351, 2.06004, -1.67720], [1.44181, 1.95913, -1.71870], [0.55362, 0.50821, -2.22874], [1.99889, -0.54665, -0.73225], [2.94427, 0.69615, 0.03094], [3.02420, -1.13567, 1.51198], [1.91950, -0.03761, 2.30572], [0.91592, -2.36346, 2.23878], [1.15729, -2.48343, 0.59510], [-1.66682, -2.96353, 1.60633], [-0.82159, -3.06233, 0.03844], [-2.28682, -2.13427, 0.24718], [-1.92034, -0.12047, 2.19524], [-0.36857, 0.31287, 2.73039], [-1.11995, -1.29089, 3.15233], [-2.00425, 0.56291, 0.56950], [1.70253, -3.23348, 4.85189], [0.28282, -3.45715, 5.04146], [-0.37768, -2.78993, 6.00172], [-1.53511, -3.58505, 6.46051], [-2.49170, -3.82859, 5.22761], [-2.10545, -2.91088, 7.62701], [1.98853, -3.85722, 4.02978], [2.23126, -3.66632, 5.71935], [1.99069, -2.16110, 4.65256], [0.35619, -2.52000, 6.80724], [-0.70089, -1.78395, 5.65967], [-1.15695, -4.54745, 6.85463], [-2.13704, -4.53132, 4.46330], [-2.75805, -2.85377, 4.70057], [-3.38959, -4.28771, 5.66659], [-2.68546, -3.54100, 8.09802], [-2.76787, -2.16586, 7.32529], [4.84006, -3.55938, -0.27592], [5.35149, -2.63734, 0.66709], [5.61551, -1.40077, 0.13141], [5.91059, -0.41886, 1.26187], [6.14458, 0.87403, 0.53015], [7.06564, -0.77579, 2.11654], [5.56034, -3.54225, -1.18427], [3.81650, -3.16453, -0.54682], [4.80605, -4.62930, 0.03588], [6.56897, -1.45846, -0.44212], [4.83637, -1.03244, -0.53278], [5.12820, -0.37557, 1.95838], [7.19360, 0.96902, 0.27025], [5.86832, 1.76797, 1.19144], [5.55367, 0.92727, -0.36935], [6.93040, -1.34023, 2.95991], [7.76984, -1.25175, 1.50068], [-3.18182, 3.71841, -1.09567], [-2.88636, 3.59923, 0.32415], [-2.34698, 4.72408, 0.98024], [-3.38895, 5.46124, 1.83096], [-2.65071, 6.53147, 2.62606], [-3.99360, 4.50999, 2.77899], [-3.82083, 2.91709, -1.35309], [-2.33335, 3.54012, -1.76145], [-3.71427, 4.67133, -1.46798], [-1.57177, 4.34998, 1.62533], [-2.00319, 5.40859, 0.19198], [-4.05801, 5.89302, 1.11232], [-2.10433, 6.07473, 3.46748], [-3.39953, 7.22708, 3.07935], [-1.93373, 7.08164, 1.92685], [-4.47251, 4.93630, 3.52857], [-4.60866, 3.88233, 2.28789], [-2.29858, 2.49823, 3.52137], [-1.66989, 2.77775, 4.23471], [-2.92420, 3.26127, 3.34752]],
  "mulliken_charge": [-1.162, 1.612, -2.302, -1.230, -0.541, -1.532, 1.773, -1.126, -1.767, 0.637, 2.268, -0.004, 0.221, 0.326, 0.657, 0.049, 0.577, 0.181, 0.504, 0.465, 0.331, 0.409, 0.237, -0.224, -0.654, 1.113, 0.229, 0.544, 0.303, -0.460, -1.119, 0.949, -1.504, -0.470, -0.968, -0.740, 1.764, -1.642, -1.309, 1.711, -0.503, 0.340, 0.459, -0.194, 0.283, 0.310, 0.517, 0.474, -0.519, 0.707, 0.115, -0.617, 0.701, 0.460, 0.325, 0.360, -0.309, 0.114, 0.517, 0.276, -1.748, 1.049, -1.487, -1.081, -0.967, -0.523, 3.616, -1.044, -1.694, 0.674, -0.567, 0.413, 0.290, 0.473, 0.433, 0.311, 0.155, -0.117, 0.720, 0.651, 0.389, -0.440, -0.356, -0.418, -0.589, 0.967, -0.335, 0.610, 0.204, 0.321, -1.293, 1.739, -1.843, -1.279, -0.690, -1.433, 1.833, -1.267, -1.049, 0.058, -0.453, -0.061, 0.279, 0.499, 0.446, 0.309, 0.430, 0.351, 0.334, 0.443, 0.320, 0.271, 0.524, 0.353, -0.033, 0.406, 0.355, -0.192, 0.261, 0.350, -1.357, 1.775, -2.013, -1.233, -0.369, -1.556, 2.204, -1.692, -1.815, -0.347, 2.123, -0.240, 0.021, 0.681, 0.581, -0.054, 0.490, 0.450, 0.328, 0.441, 0.170, 0.358, 0.384, -0.393, 0.725, 0.315, 0.240, 0.635, -0.147, -0.537, -1.675, 1.618, -0.393, -0.206, 0.585, -1.603, 1.656, -0.906, -1.946, 0.065, -0.390, 0.525, 0.462, -0.059, 0.479, 0.097, -0.325, -0.944, 0.694, -1.232, 0.826, 0.321, 0.569, -0.108, 0.393, -0.178, 0.438, 0.348, 0.457, 0.352, -1.084, 2.023, -2.244, -1.621, 1.236, -1.935, 1.389, -1.899, 1.778, 0.211, -0.515, 0.804, -0.315, 0.374, 0.364, 0.556, 0.311, 0.372, 0.419, 0.342, -0.820, 0.470, 0.351, 0.352, 0.417, 0.257, -1.177, 0.276, -0.916, 0.307, -0.426, 3.049, -0.966, -0.538, 0.542, -1.149, 2.610, -1.060, 0.318, 0.592, 0.946, 0.489, -0.678, -1.089, -0.209, 0.148, -0.250, -0.863, 0.742, 0.626, -1.497, 0.161, -0.224, 0.075, -0.250, -0.470, -1.008, -0.882, 0.562, -0.685, -0.756, -0.316, 0.538, -0.100, -0.855, -0.730, 0.298, 0.449, 0.113, 0.597, -1.030, 0.446, 0.539, -0.043, 0.481, 0.353, 0.168, -0.095, -0.567, 0.193, 0.653, -0.808, -0.690, 0.088, -0.071, 0.346, 0.925, -0.604, 0.158, 0.414, 0.088, -0.150, 0.302, 0.269, -1.305, 0.547, -0.406, 0.390, -1.355, -0.701, -0.247, 0.736, 0.221, -0.605, 0.735, 0.350, 0.211, 0.426, 0.330, 0.244, -0.084, -0.512, -0.133, -0.034]
}